Entry 1:
C64H75N3O3PRuSTe | the ωB97M-V functional and the def2-TZVPD basis

Last column: Mulliken spin population.
Atoms and positions in Å:
Ru (0.72232, 0.06093, -0.64999)  2.248
C (-5.61975, -1.57594, 2.11245)  -0.001
C (-4.75867, -2.83524, 2.00279)  -0.009
C (-4.60130, -3.43375, 3.40895)  -0.001
C (-5.48846, -3.84111, 1.10280)  0.001
C (-3.37872, -2.53408, 1.42418)  0.021
C (-2.99912, -1.27412, 1.03814)  0.084
C (-1.70614, -1.04745, 0.51467)  -0.078
N (-1.23114, 0.13435, 0.01834)  0.329
C (-2.02669, 1.28551, -0.09119)  0.018
C (-3.34504, 1.26417, -0.55705)  -0.010
C (-4.09161, 2.42201, -0.65413)  0.049
C (-3.49068, 3.60941, -0.22344)  0.012
C (-2.17894, 3.69766, 0.21557)  -0.024
C (-1.38248, 2.51764, 0.21682)  0.055
O (-0.10406, 2.50608, 0.50815)  0.425
C (-1.61016, 5.01741, 0.74536)  -0.036
C (-2.63414, 6.15319, 0.69468)  0.003
C (-1.22636, 4.80731, 2.21452)  0.005
C (-0.38081, 5.46675, -0.06043)  0.033
C (-5.47686, 2.40633, -1.30560)  -0.014
C (-5.29185, 2.31541, -2.82982)  0.006
C (-6.29960, 1.20691, -0.82363)  0.001
C (-6.26907, 3.67893, -0.99495)  0.006
C (-0.73740, -2.09144, 0.53820)  0.170
O (0.50917, -1.77783, 0.26876)  0.100
C (-1.14676, -3.41209, 0.84165)  -0.063
C (-2.44774, -3.58428, 1.27655)  0.103
C (-0.16472, -4.58820, 0.79114)  0.002
C (0.69306, -4.58193, -0.48476)  0.000
C (-0.89385, -5.93563, 0.82939)  -0.002
C (0.75054, -4.48902, 2.02085)  0.000
H (-6.58953, -1.83536, 2.54357)  0.000
H (-5.79930, -1.12339, 1.13373)  0.000
H (-5.15399, -0.82745, 2.75757)  0.001
H (-5.58353, -3.62562, 3.84961)  0.002
H (-4.05955, -2.74408, 4.06021)  -0.001
H (-4.05209, -4.37717, 3.38597)  0.000
H (-6.46244, -4.09427, 1.53173)  0.002
H (-4.92041, -4.76663, 0.98891)  -0.002
H (-5.65168, -3.41951, 0.10742)  -0.001
H (-3.67194, -0.43819, 1.13507)  0.009
H (-3.76359, 0.31710, -0.87168)  0.001
H (-4.08298, 4.51171, -0.23192)  0.008
H (-3.53129, 5.92106, 1.27484)  0.000
H (-2.93243, 6.38317, -0.33178)  0.000
H (-2.18509, 7.05438, 1.11956)  0.000
H (-2.10822, 4.53450, 2.80154)  0.000
H (-0.80382, 5.72787, 2.63124)  0.001
H (-0.49274, 4.00852, 2.30412)  -0.002
H (-0.65046, 5.62935, -1.10828)  -0.009
H (0.41411, 4.72371, -0.02007)  0.002
H (0.00276, 6.40866, 0.34496)  0.001
H (-4.77064, 1.39558, -3.10117)  -0.003
H (-4.69316, 3.15564, -3.19045)  0.002
H (-6.25939, 2.33177, -3.34248)  0.000
H (-5.81336, 0.25443, -1.04835)  0.000
H (-7.27505, 1.20070, -1.31843)  0.000
H (-6.46333, 1.25800, 0.25654)  0.000
H (-5.81823, 4.55950, -1.45792)  -0.001
H (-6.33872, 3.85270, 0.08220)  -0.002
H (-7.28401, 3.58316, -1.38840)  0.000
H (-2.77698, -4.58460, 1.52468)  0.015
H (0.06943, -4.74644, -1.37155)  -0.003
H (1.41779, -5.40010, -0.43339)  0.000
H (1.23720, -3.64893, -0.60861)  -0.002
H (-1.65841, -5.99481, 0.04984)  0.000
H (-1.36857, -6.12797, 1.79444)  0.000
H (-0.17141, -6.73695, 0.65769)  0.000
H (1.29613, -3.54512, 2.00885)  0.004
H (1.47919, -5.30744, 2.02760)  0.000
H (0.16126, -4.53873, 2.94027)  0.001
C (-3.71520, -1.61058, -2.83639)  0.010
C (-2.34448, -0.96815, -3.03113)  -0.018
C (-2.18175, -0.35049, -4.41733)  0.022
C (-1.27019, -2.00074, -2.70197)  0.004
C (-1.16316, -3.16274, -3.70399)  0.002
O (0.19695, -3.09895, -4.17995)  0.008
C (0.78783, -2.06881, -3.52620)  0.005
N (0.08712, -1.41635, -2.69722)  -0.077
C (2.18184, -1.80623, -3.95620)  -0.006
C (2.51430, -2.28896, -5.22518)  0.007
C (3.76942, -2.08761, -5.76767)  0.000
C (4.71829, -1.40363, -5.02884)  0.001
C (4.39846, -0.92959, -3.76634)  -0.001
C (3.13578, -1.11050, -3.19498)  -0.016
P (2.88951, -0.53824, -1.43951)  0.065
C (4.26986, 0.67408, -1.30238)  -0.104
C (5.37880, 0.43341, -0.49889)  -0.001
C (6.39410, 1.37605, -0.39608)  0.000
C (6.31865, 2.56686, -1.10516)  0.001
C (5.22363, 2.80649, -1.92527)  0.011
C (4.20792, 1.86544, -2.01990)  0.050
C (3.56153, -1.97683, -0.51343)  0.007
C (4.28441, -3.00554, -1.11740)  -0.010
C (4.81853, -4.03661, -0.35592)  0.000
C (4.64966, -4.04524, 1.02074)  0.000
C (3.92983, -3.02704, 1.63099)  -0.004
C (3.37576, -2.00916, 0.86906)  0.037
H (-4.51665, -0.90384, -3.05563)  -0.001
H (-3.83840, -1.96469, -1.80732)  -0.001
H (-3.84817, -2.46914, -3.50478)  -0.001
H (-2.22033, -0.16535, -2.30115)  0.010
H (-2.28863, -1.08815, -5.21785)  0.001
H (-1.20401, 0.12815, -4.51762)  0.017
H (-2.94315, 0.41689, -4.57624)  -0.008
H (-1.48041, -2.39299, -1.70794)  0.015
H (-1.82619, -3.06075, -4.56157)  0.000
H (-1.32023, -4.13729, -3.24714)  0.000
H (1.76174, -2.82156, -5.78729)  0.000
H (4.00147, -2.46493, -6.75593)  0.000
H (5.71280, -1.23794, -5.42494)  0.000
H (5.16747, -0.41290, -3.21046)  0.001
H (5.45301, -0.49333, 0.05686)  0.001
H (7.24492, 1.17876, 0.24478)  0.000
H (7.11156, 3.30051, -1.02217)  0.000
H (5.15598, 3.72688, -2.49276)  -0.001
H (3.36846, 2.05902, -2.67603)  0.055
H (4.42753, -3.01950, -2.18879)  0.001
H (5.36747, -4.83355, -0.84310)  0.000
H (5.07175, -4.84580, 1.61578)  0.000
H (3.78595, -3.03054, 2.70498)  0.000
H (2.80141, -1.22715, 1.34202)  -0.027
Te (0.60785, 2.11129, -2.18657)  1.426
N (2.61452, 1.24168, 1.06217)  0.001
S (2.15393, 1.87036, 2.46187)  0.010
C (3.20106, 0.96397, 3.60347)  -0.006
C (2.95822, 1.09131, 4.96410)  0.000
C (3.75879, 0.40086, 5.85918)  0.000
C (4.77989, -0.42090, 5.39126)  0.000
C (4.99984, -0.54848, 4.02719)  0.001
C (4.20751, 0.14908, 3.12216)  0.008
C (3.00083, 3.46788, 2.61337)  0.010
C (4.04592, 3.73888, 1.74517)  0.010
C (4.69444, 4.96260, 1.83509)  0.002
C (4.29649, 5.89641, 2.78498)  0.000
C (3.24891, 5.60817, 3.64992)  0.000
C (2.58938, 4.38877, 3.56202)  -0.002
H (2.27405, 1.89701, 0.35792)  0.032
H (2.15154, 1.72208, 5.32304)  0.000
H (3.58295, 0.49919, 6.92293)  0.000
H (5.39788, -0.96610, 6.09398)  0.000
H (5.78848, -1.19442, 3.65948)  0.000
H (4.36281, 0.08375, 2.05204)  -0.001
H (4.33458, 2.99608, 1.00694)  -0.007
H (5.51122, 5.18605, 1.15881)  0.000
H (4.80137, 6.85269, 2.85014)  0.000
H (2.93157, 6.33953, 4.38312)  0.000
H (1.75869, 4.16447, 4.22039)  0.000

LUMO energy (spin up / spin down), eV: 0.2689 / -1.4218
Orbital gap (spin up / spin down), eV: 6.60 / 5.17
2S+1: 6
ΔE to the lowest compared entry with this formula, charge and spin, kcal per mole: 4.3
Molar mass, g/mol: 1226.0


Entry 2:
C40H102N6O4S4 | the ωB97M-V functional and the def2-TZVPD basis

Last column: Löwdin charge in e.
Atoms and positions in Å:
C (5.34250, -2.18979, 6.63195)  -0.104
C (4.59974, -2.39944, 5.36959)  -0.258
N (3.72664, -1.21196, 4.96685)  -0.165
C (4.52834, -0.17079, 4.34719)  -0.235
C (3.91877, 1.25536, 4.67683)  -0.093
C (2.62289, -1.76755, 4.16595)  -0.258
C (1.64427, -0.75258, 3.57789)  -0.092
H (5.88139, -3.10485, 6.87769)  0.076
H (4.60032, -2.05413, 7.41863)  0.076
H (5.94851, -1.29169, 6.75137)  0.070
H (5.21771, -2.64653, 4.50637)  0.097
H (3.94524, -3.25822, 5.51871)  0.109
H (5.49586, 0.09514, 4.77298)  0.105
H (4.59063, -0.22919, 3.26055)  0.105
H (2.85134, 1.30375, 4.89214)  0.050
H (4.37584, 1.78264, 5.51418)  0.059
H (4.02160, 1.89659, 3.80141)  0.060
H (1.93269, -2.32249, 4.80137)  0.110
H (3.04160, -2.52835, 3.50718)  0.097
H (0.76380, -1.16573, 3.08576)  0.058
H (2.07894, -0.07042, 2.84726)  0.063
H (1.18542, -0.23477, 4.42017)  0.076
C (-0.21803, -7.58350, -2.40835)  -0.089
C (-0.72340, -6.74043, -1.18289)  -0.207
N (-0.60168, -5.36414, -1.73962)  -0.184
C (-0.41156, -4.34006, -0.74365)  -0.302
C (1.03644, -4.26818, -0.36579)  -0.095
C (-1.70072, -4.95708, -2.70465)  -0.203
C (-1.29882, -3.73705, -3.66686)  -0.055
H (0.80049, -7.23407, -2.57746)  0.066
H (-0.77803, -7.33862, -3.31086)  0.054
H (-0.14477, -8.65894, -2.24657)  0.064
H (-1.73834, -7.12751, -1.09260)  0.096
H (-0.16086, -6.86644, -0.25782)  0.109
H (-0.76854, -3.33673, -0.97603)  0.087
H (-0.88744, -4.64027, 0.18990)  0.110
H (1.40424, -5.24057, -0.03826)  0.070
H (1.66045, -3.98476, -1.21336)  0.069
H (1.18300, -3.65932, 0.52634)  0.070
H (-2.64869, -4.79557, -2.19146)  0.090
H (-1.95223, -5.77131, -3.38427)  0.088
H (-0.50865, -4.13631, -4.30273)  0.069
H (-0.99222, -2.84202, -3.12556)  0.046
H (-2.16899, -3.59180, -4.30703)  0.069
C (4.40794, -1.23584, -1.67187)  -0.081
C (4.38597, -2.31610, -0.57129)  -0.237
N (5.73874, -2.68712, -0.10341)  -0.180
C (5.84365, -3.51231, 1.11329)  -0.241
C (7.16122, -3.22582, 1.82778)  -0.073
C (6.62684, -3.10065, -1.18219)  -0.262
C (6.25839, -4.45355, -1.77413)  -0.083
H (3.47747, -0.77621, -2.00514)  0.045
H (4.96165, -1.45328, -2.58523)  0.058
H (4.97993, -0.37146, -1.33458)  0.074
H (3.71480, -2.00575, 0.22951)  0.101
H (3.80316, -3.15521, -0.95120)  0.074
H (4.91962, -3.28194, 1.64356)  0.096
H (5.68271, -4.57585, 0.93692)  0.101
H (7.31661, -4.22350, 2.23835)  0.065
H (8.06601, -2.97610, 1.27361)  0.068
H (7.07493, -2.58987, 2.70881)  0.056
H (7.67309, -2.96757, -0.90696)  0.104
H (6.66807, -2.44938, -2.05526)  0.094
H (6.69096, -4.53668, -2.77115)  0.070
H (5.18229, -4.49900, -1.94150)  0.066
H (6.56172, -5.34188, -1.22008)  0.066
C (-2.74503, -2.04948, 0.94166)  -0.077
C (-3.85827, -2.97678, 0.44156)  -0.279
N (-4.65409, -3.52820, 1.44565)  -0.210
C (-5.38771, -2.55902, 2.31554)  -0.162
C (-6.78339, -2.05862, 1.59828)  -0.054
C (-5.54752, -4.65328, 1.10826)  -0.281
C (-4.83897, -5.94638, 0.89255)  -0.107
H (-2.15731, -2.42213, 1.78059)  0.088
H (-3.11152, -1.08866, 1.30305)  0.051
H (-2.18058, -1.80692, 0.04128)  0.040
H (-4.54097, -2.49485, -0.25827)  0.117
H (-3.37148, -3.77923, -0.11271)  0.093
H (-4.62019, -1.86120, 2.65030)  0.088
H (-5.56515, -3.06404, 3.26505)  0.100
H (-7.42200, -2.87775, 1.26769)  0.050
H (-6.59607, -1.38824, 0.75948)  0.049
H (-7.39193, -1.41538, 2.23388)  0.053
H (-6.20245, -4.93761, 1.93187)  0.119
H (-6.15433, -4.48282, 0.21898)  0.110
H (-5.60087, -6.72415, 0.84068)  0.076
H (-4.09225, -6.11123, 0.11581)  0.055
H (-4.28367, -6.09648, 1.81840)  0.079
C (-1.41403, 8.35471, -3.04593)  -0.095
C (-2.16167, 8.21292, -1.76729)  -0.291
N (-3.21834, 7.23525, -1.61315)  -0.181
C (-4.15473, 7.37170, -0.48657)  -0.225
C (-3.54392, 6.89522, 0.85264)  -0.068
C (-2.71326, 5.87915, -1.82934)  -0.236
C (-3.80781, 4.77597, -2.01429)  -0.066
H (-2.07727, 8.13052, -3.88135)  0.083
H (-0.65999, 7.57573, -3.15870)  0.043
H (-0.82794, 9.26987, -3.13009)  0.084
H (-1.39561, 8.18616, -0.99236)  0.107
H (-2.57539, 9.20092, -1.56530)  0.114
H (-4.44946, 8.42011, -0.44118)  0.110
H (-5.04265, 6.75919, -0.64312)  0.099
H (-4.00329, 5.90680, 0.84303)  0.048
H (-2.47273, 7.09409, 0.81935)  0.049
H (-3.82643, 7.48798, 1.72266)  0.074
H (-2.03952, 5.61702, -1.01357)  0.097
H (-2.14596, 5.78089, -2.75487)  0.102
H (-3.39606, 3.77509, -2.14380)  0.058
H (-4.48210, 5.00716, -2.83892)  0.079
H (-4.44087, 4.72439, -1.12846)  0.032
C (0.31110, 5.78566, 2.00959)  -0.051
C (0.24967, 4.36587, 2.22985)  -0.255
N (0.28493, 3.19320, 2.37045)  0.143
H (0.50005, 6.15969, 3.01582)  0.092
H (-0.50478, 6.30402, 1.50586)  0.067
H (1.20409, 5.91614, 1.39834)  0.067
C (-5.84268, 2.84295, 1.52832)  -0.240
S (-4.73866, 3.43316, 2.87024)  0.822
O (-5.15508, 2.88138, 4.25416)  -0.575
C (-3.22491, 2.48622, 2.47260)  -0.265
H (-5.89065, 1.75989, 1.64140)  0.046
H (-5.35968, 3.20556, 0.62096)  0.030
H (-6.80091, 3.28411, 1.80271)  0.049
H (-2.82270, 2.59807, 1.46572)  0.023
H (-3.37974, 1.40750, 2.49431)  0.044
H (-2.38810, 2.79688, 3.09816)  0.033
C (-1.54390, 2.03611, -5.14714)  -0.249
S (-1.40208, 0.18542, -5.16887)  0.790
O (-1.92541, -0.36322, -6.46978)  -0.576
C (0.42897, -0.13699, -5.39943)  -0.214
H (-1.23116, 2.53524, -4.22999)  0.023
H (-2.60717, 2.25684, -5.24104)  0.041
H (-1.03540, 2.41956, -6.03172)  0.048
H (0.99932, 0.11123, -4.50434)  0.023
H (0.79227, 0.49994, -6.20593)  0.050
H (0.38849, -1.21197, -5.57520)  0.039
C (0.06197, -0.18247, -0.52511)  -0.259
S (1.03875, 1.33095, -0.71088)  0.824
O (1.66479, 1.18339, -2.08850)  -0.580
C (-0.36673, 2.51673, -0.80585)  -0.256
H (-0.84197, -0.24799, -1.13066)  0.050
H (-0.31778, -0.25950, 0.49370)  0.042
H (0.69676, -1.03929, -0.75099)  0.046
H (-1.01601, 2.57375, 0.06781)  0.019
H (-0.96151, 2.22753, -1.67228)  0.037
H (-0.03939, 3.54568, -0.95493)  0.031
C (1.55748, 4.94042, -3.55691)  -0.235
S (2.59286, 5.64992, -2.21419)  0.835
O (1.76641, 6.11410, -1.00118)  -0.575
C (3.54771, 4.19072, -1.71221)  -0.253
H (1.16220, 5.93500, -3.76345)  0.017
H (0.91491, 4.12355, -3.22838)  0.035
H (2.09096, 4.61026, -4.44826)  0.060
H (2.83455, 3.54671, -1.19766)  0.016
H (4.28403, 4.44101, -0.94847)  0.051
H (4.08743, 3.72342, -2.53589)  0.063

LUMO energy, eV: 0.2380
Orbital gap, eV: 8.29
Molar mass, g/mol: 859.6


Entry 3:
C5H9NO | the ωB97M-V functional and the def2-TZVPD basis

Last column: natural (NBO) charge in e.
Atoms and positions in Å:
O (-1.91600, -0.30534, 1.41368)  -0.569
C (-1.63073, -0.86316, 0.37662)  0.430
C (-0.79327, 0.62838, -1.04865)  -0.373
C (0.46615, 0.47097, -0.31080)  0.048
C (1.86270, 0.83678, -0.52000)  -0.240
N (1.10533, 1.29473, 0.66614)  -0.550
C (-0.37156, -0.73305, -0.36712)  -0.331
H (-0.27277, -1.13728, 2.06274)  0.044
H (-2.37157, -1.43138, -0.21700)  0.126
H (-1.53470, 1.24108, -0.53326)  0.246
H (-0.87744, 0.60476, -2.12100)  0.222
H (2.08484, 1.62816, -1.23317)  0.203
H (2.63929, 0.08523, -0.40013)  0.198
H (1.35141, 0.73682, 1.48092)  0.364
H (-0.04842, -1.56248, -1.00140)  0.243
H (0.30675, -1.49421, 1.75244)  -0.060

LUMO energy, eV: 0.9622
Orbital gap, eV: 10.68
SMILES: O=C[C@H]1C[C@]12CN2.[H][H]
ΔE to the lowest compared entry with this formula, charge and spin, kcal per mole: 115.7
Molar mass, g/mol: 99.1